# C2H3AlFLiO

A molecular structure, C2H3AlFLiO at a distorted geometry (ωB97M-V/def2-TZVPD, OMol25).

LUMO level (spin up / spin down), eV: -13.25 / -10.11
Largest force on an atom, eV/A: 8.356
Electronic energy, hartree: -502.17668
Total charge: +2
Spin multiplicity: 1

Cartesian coordinates (Å):
H (-1.508, 1.362, -1.836)
C (0.210, 1.146, 0.127)
C (0.624, -0.258, 0.321)
O (-0.470, -1.086, 0.076)
Li (-1.828, 0.275, -0.401)
Al (-0.598, -2.592, 0.019)
F (1.057, 1.966, 0.698)
H (1.026, -0.368, 1.353)
H (1.486, -0.445, -0.357)